1.
{
  "formula": "C4H9N",
  "method": "ωB97M-V with the def2-TZVPD basis set",
  "symbols": ["C", "C", "N", "H", "H", "H", "H", "H", "C", "C", "H", "H", "H", "H"],
  "coordinates": [[1.14554, -0.45800, 0.30439], [1.60789, 0.77739, 0.38446], [0.98069, 1.97706, 0.73996], [0.12097, -0.65683, 0.59979], [1.65791, -1.27030, -0.18587], [2.70859, 0.85523, 0.25020], [1.08007, 2.70873, 0.03594], [1.54265, 2.47520, 1.43168], [-2.12446, -0.77761, -0.31353], [-1.61789, -1.74710, -1.07780], [-1.89337, -0.59803, 0.73329], [-2.94691, -0.11779, -0.56541], [-0.73567, -2.31563, -0.84092], [-1.91106, -1.68625, -2.11769]],
  "forces_ev_per_angstrom": [[-1.628, 0.488, 0.127], [2.947, -0.705, -0.453], [-0.645, 1.496, 0.898], [0.165, 0.045, -0.205], [0.571, 0.023, 0.425], [-0.487, 0.081, -0.497], [-0.408, -0.720, -0.739], [-0.126, -0.646, 0.586], [-0.469, -0.511, 0.883], [-0.210, 1.960, -0.378], [0.471, -0.359, -0.061], [0.042, -0.190, -0.766], [-0.117, -0.327, 0.304], [-0.108, -0.634, -0.122]],
  "lowdin_charge": [0.001, -0.317, -0.008, 0.012, 0.056, 0.098, 0.076, 0.073, -0.088, -0.072, 0.041, 0.047, 0.037, 0.045],
  "relative_energy_ev": 2.290,
  "gap_ev": 10.4,
  "smiles": "C=CN.C=C",
  "max_force_ev_per_a": 3.1
}

---

2.
{
  "formula": "C4H9N",
  "method": "ωB97M-V with the def2-TZVPD basis set",
  "symbols": ["C", "C", "N", "C", "C", "H", "H", "H", "H", "H", "H", "H", "H", "H"],
  "coordinates": [[-0.39884, 0.92920, 1.18713], [-0.16058, 0.11206, -0.07872], [-1.11387, 0.44102, -1.11914], [0.41284, -1.28435, 0.02956], [1.23384, -0.14355, -0.53284], [-0.38157, 1.99868, 0.93351], [-1.36002, 0.70757, 1.67233], [0.41965, 0.74892, 1.90471], [-2.03240, 0.06648, -0.88982], [-0.86559, 0.01525, -1.99237], [0.69897, -1.64929, 1.02683], [0.06034, -2.06157, -0.64429], [1.44421, -0.10848, -1.59320], [2.04300, 0.22805, 0.09630]],
  "forces_ev_per_angstrom": [[0.529, 0.019, -0.127], [-0.283, 0.176, 0.206], [-0.421, -0.057, 0.389], [0.072, -0.189, 0.485], [0.366, 0.154, 0.392], [-0.061, -0.273, 0.039], [0.241, -0.072, -0.186], [-0.403, -0.009, -0.162], [0.100, 0.122, 0.081], [0.263, -0.151, -0.405], [-0.183, 0.173, -0.512], [0.000, 0.222, 0.053], [-0.052, -0.059, -0.034], [-0.168, -0.056, -0.219]],
  "lowdin_charge": [-0.041, -0.592, 0.066, -0.094, -0.105, 0.080, 0.076, 0.080, 0.078, 0.061, 0.100, 0.094, 0.097, 0.101],
  "relative_energy_ev": 0.588,
  "gap_ev": 10.1,
  "smiles": "CC1(N)CC1",
  "max_force_ev_per_a": 0.6
}

---

3.
{
  "formula": "C4H9N",
  "method": "ωB97M-V with the def2-TZVPD basis set",
  "symbols": ["C", "C", "C", "N", "C", "H", "H", "H", "H", "H", "H", "H", "H", "H"],
  "coordinates": [[-0.69413, 1.57094, 0.06026], [0.13121, 0.48180, -0.27167], [1.54732, 0.62848, -0.95773], [-0.07692, -0.87607, 0.11080], [-0.98762, -1.61830, 0.94486], [-0.72513, 2.43115, -0.59997], [-1.27992, 1.74810, 0.98360], [1.81887, 1.75711, -0.89580], [1.57728, 0.25017, -1.95623], [2.43507, 0.22767, -0.35070], [0.62237, -1.40013, -0.19353], [-2.04317, -1.55557, 0.44283], [-1.17760, -1.11024, 1.86705], [-0.67001, -2.59330, 1.27283]],
  "forces_ev_per_angstrom": [[1.268, -1.362, -0.235], [-0.873, 0.088, 1.735], [0.015, 2.402, 1.719], [-1.419, 3.090, 1.003], [-3.045, 2.273, -0.910], [0.853, 0.144, 0.239], [-0.136, -1.147, -0.898], [-0.736, -1.829, -0.707], [0.155, -0.179, -0.682], [-1.735, -0.107, -0.600], [3.668, -2.653, -1.462], [1.622, -0.881, 0.791], [0.063, 0.597, 0.791], [0.302, -0.437, -0.784]],
  "lowdin_charge": [-0.011, -0.343, -0.063, -0.060, -0.101, 0.024, 0.040, 0.095, 0.045, 0.094, 0.039, 0.113, 0.055, 0.074],
  "relative_energy_ev": 2.140,
  "gap_ev": 8.5,
  "smiles": "C=C(C)NC",
  "max_force_ev_per_a": 4.8
}

---

4.
{
  "formula": "C4H9N",
  "method": "ωB97M-V with the def2-TZVPD basis set",
  "symbols": ["C", "C", "C", "H", "H", "H", "H", "H", "H", "C", "N", "H", "H", "H"],
  "coordinates": [[-0.11535, -1.52039, 2.14002], [-0.42787, -0.21190, 2.08940], [-1.58557, 0.24140, 1.42903], [0.98502, -1.80072, 2.24065], [-0.79918, -2.33335, 1.80599], [0.40957, 0.50793, 2.23375], [-2.42333, 0.40143, 2.28208], [-1.43836, 1.21071, 0.92532], [-1.83213, -0.47957, 0.68114], [1.24068, 1.15767, -3.13545], [2.33344, 0.53767, -2.87023], [1.06489, 2.11679, -2.72890], [0.45510, 0.60078, -3.77727], [2.13309, -0.42845, -3.31553]],
  "forces_ev_per_angstrom": [[1.630, 0.041, -0.444], [4.154, -1.826, 0.133], [-3.919, 2.315, 1.370], [-1.747, 0.177, 0.505], [0.440, 0.799, 0.372], [-0.735, -0.539, 0.384], [1.276, -0.303, -2.317], [-0.129, -0.298, 0.315], [-0.967, -0.367, -0.324], [0.103, -2.713, -0.977], [-1.882, -1.496, -1.112], [-0.265, 1.123, 0.127], [0.793, 1.449, 1.106], [1.249, 1.638, 0.862]],
  "lowdin_charge": [-0.032, -0.317, -0.165, 0.070, 0.065, 0.107, 0.134, 0.077, 0.060, -0.163, -0.013, 0.032, 0.085, 0.060],
  "relative_energy_ev": 2.535,
  "gap_ev": 10.2,
  "smiles": "C=CC.C=N",
  "max_force_ev_per_a": 4.8
}

---

5.
{
  "formula": "C4H9N",
  "method": "ωB97M-V with the def2-TZVPD basis set",
  "symbols": ["C", "C", "C", "C", "N", "H", "H", "H", "H", "H", "H", "H", "H", "H"],
  "coordinates": [[-0.15593, -2.28267, 0.31339], [-0.38414, -0.80909, 0.14242], [0.41815, 0.15887, 0.56111], [0.17606, 1.60876, 0.21148], [0.31656, 1.82301, -1.23322], [0.86367, -2.47140, 0.64006], [-0.83684, -2.70375, 1.05719], [-0.32277, -2.80594, -0.62650], [-1.27994, -0.55464, -0.41965], [1.24461, -0.10832, 1.21609], [-0.78289, 1.95000, 0.61898], [0.94184, 2.20267, 0.70274], [-0.30186, 1.20389, -1.73847], [0.10348, 2.78862, -1.44561]],
  "forces_ev_per_angstrom": [[0.002, 0.253, 0.301], [-0.042, -0.251, -0.216], [-0.443, -0.100, 0.150], [0.367, -0.139, 0.170], [0.174, 0.007, 0.354], [0.073, -0.090, 0.048], [-0.033, -0.051, -0.062], [0.006, -0.055, -0.036], [-0.007, 0.139, -0.078], [0.184, 0.144, -0.293], [-0.122, -0.108, -0.055], [0.074, 0.170, 0.062], [-0.097, 0.152, -0.100], [-0.136, -0.072, -0.244]],
  "lowdin_charge": [-0.107, -0.187, -0.121, -0.301, -0.011, 0.069, 0.072, 0.069, 0.102, 0.104, 0.103, 0.097, 0.051, 0.059],
  "relative_energy_ev": 0.594,
  "gap_ev": 10.3,
  "smiles": "C/C=C/CN",
  "max_force_ev_per_a": 0.5
}

---

6.
{
  "formula": "C4H9N",
  "method": "ωB97M-V with the def2-TZVPD basis set",
  "symbols": ["C", "C", "C", "N", "C", "H", "H", "H", "H", "H", "H", "H", "H", "H"],
  "coordinates": [[0.32431, 0.16604, -2.15700], [-0.22342, -0.85487, -1.21572], [-0.41122, -0.67679, 0.09686], [-0.11791, 0.43702, 0.83791], [-0.03822, 0.45187, 2.28202], [0.08682, -0.11531, -3.18809], [1.41274, 0.22795, -2.06620], [-0.11226, 1.15372, -1.97898], [-0.49895, -1.81317, -1.64950], [-0.83822, -1.48822, 0.68566], [0.46380, 1.12267, 0.36324], [-0.96064, 0.06703, 2.72820], [0.80453, -0.15511, 2.62734], [0.10864, 1.47717, 2.63426]],
  "forces_ev_per_angstrom": [[-0.009, -0.006, -0.111], [-0.297, -0.315, 0.062], [-0.047, -0.831, 0.176], [0.208, 1.250, -0.542], [0.129, -0.256, -0.129], [0.124, 0.130, 0.150], [0.032, 0.205, -0.115], [0.133, 0.032, -0.014], [-0.051, 0.136, 0.266], [0.030, 0.084, -0.091], [-0.256, -0.279, 0.282], [0.110, 0.040, -0.084], [-0.028, -0.011, 0.263], [-0.078, -0.179, -0.111]],
  "lowdin_charge": [-0.134, -0.196, -0.209, -0.100, -0.114, 0.066, 0.071, 0.068, 0.083, 0.112, 0.119, 0.079, 0.075, 0.080],
  "relative_energy_ev": 0.564,
  "gap_ev": 8.7,
  "smiles": "C/C=C\\NC",
  "max_force_ev_per_a": 1.4
}

---

7.
{
  "formula": "C4H9N",
  "method": "ωB97M-V with the def2-TZVPD basis set",
  "symbols": ["C", "C", "N", "H", "H", "H", "H", "H", "C", "C", "H", "H", "H", "H"],
  "coordinates": [[0.06712, -0.92343, 1.89778], [-1.10158, -0.30167, 1.65030], [-1.36583, 0.45662, 0.54238], [0.99472, -0.53306, 1.49615], [0.05048, -1.92195, 2.30989], [-1.93322, -0.39305, 2.33387], [-0.70709, 0.67743, -0.18928], [-2.00333, 1.24082, 0.60165], [1.65987, 0.65390, -1.67118], [0.76517, -0.07287, -2.31880], [1.43345, 1.62482, -1.24122], [2.64410, 0.30797, -1.37934], [-0.19020, 0.37746, -2.53991], [1.10896, -0.95740, -2.80431]],
  "forces_ev_per_angstrom": [[-0.265, 0.095, -0.331], [0.797, -0.325, -0.093], [-0.652, 1.786, -0.466], [-0.097, -0.406, -0.603], [0.228, 0.360, 0.956], [-0.448, -0.525, -0.291], [0.621, -0.695, 0.444], [-0.184, -0.318, 0.428], [0.089, 0.263, 1.015], [0.715, 1.128, -0.297], [-0.224, 0.024, -0.123], [0.069, -0.223, -0.409], [-0.270, -0.365, -0.140], [-0.377, -0.799, -0.089]],
  "lowdin_charge": [-0.042, -0.315, 0.048, 0.031, 0.032, 0.095, 0.047, 0.083, -0.090, -0.076, 0.046, 0.049, 0.048, 0.042],
  "relative_energy_ev": 2.019,
  "gap_ev": 9.0,
  "smiles": "C=CN.C=C",
  "max_force_ev_per_a": 2.0
}

---

8.
{
  "formula": "C4H9N",
  "method": "ωB97M-V with the def2-TZVPD basis set",
  "symbols": ["C", "C", "N", "C", "C", "H", "H", "H", "H", "H", "H", "H", "H", "H"],
  "coordinates": [[-1.82597, 0.24539, -0.15876], [-0.68435, -0.71048, 0.07538], [0.46790, -0.16171, -0.65604], [1.18789, 0.85897, 0.09987], [1.73512, -0.48689, -0.10932], [-2.76661, -0.02991, 0.28720], [-1.54274, 1.24587, 0.24159], [-2.05854, 0.46698, -1.25185], [-0.49742, -0.76313, 1.19532], [-0.88823, -1.70597, -0.29194], [1.56686, 1.60636, -0.62298], [0.88548, 1.12204, 1.13818], [1.81452, -1.09400, 0.80338], [2.60610, -0.59353, -0.75002]],
  "forces_ev_per_angstrom": [[-0.401, 1.645, -1.259], [0.219, 0.639, 0.436], [-0.941, -0.471, 0.623], [0.231, 0.983, -0.614], [1.707, -0.646, 1.001], [-0.253, -0.318, 0.381], [-0.219, -0.625, -0.067], [0.552, -0.665, 1.179], [0.011, -0.100, -1.029], [-0.065, -0.313, -0.086], [-0.263, 0.046, 1.165], [0.053, 0.014, -1.056], [-0.305, -0.006, -0.415], [-0.325, -0.183, -0.259]],
  "lowdin_charge": [-0.116, -0.282, -0.129, -0.163, -0.203, 0.056, 0.074, 0.096, 0.125, 0.106, 0.111, 0.118, 0.108, 0.099],
  "relative_energy_ev": 1.350,
  "gap_ev": 10.6,
  "smiles": "CCN1CC1",
  "max_force_ev_per_a": 2.1
}

---

9.
{
  "formula": "C4H9N",
  "method": "ωB97M-V with the def2-TZVPD basis set",
  "symbols": ["C", "C", "C", "N", "C", "H", "H", "H", "H", "H", "H", "H", "H", "H"],
  "coordinates": [[1.61355, -0.41376, 0.41778], [0.63647, 0.16679, -0.58854], [-0.54106, -0.61753, -1.04401], [-0.70530, 0.57742, -0.27413], [-1.12979, 0.44892, 1.11546], [2.49307, -0.76061, -0.12843], [1.24498, -1.26168, 1.00204], [1.90882, 0.38656, 1.11586], [1.08761, 0.90337, -1.28883], [-0.85962, -0.63314, -2.08801], [-0.68022, -1.55347, -0.50370], [-2.21503, 0.73977, 1.13581], [-0.92916, -0.55550, 1.56591], [-0.58838, 1.18629, 1.70418]],
  "forces_ev_per_angstrom": [[-0.062, 0.524, 0.074], [0.745, 0.346, -0.722], [0.190, -0.630, -0.469], [-0.400, 0.451, 0.878], [-0.816, 0.047, -0.201], [0.037, 0.090, 0.128], [-0.162, 0.186, -0.167], [0.138, -0.357, -0.139], [-0.094, -0.818, 0.380], [-0.055, 0.147, 0.321], [-0.043, -0.030, -0.149], [0.932, -0.630, 0.296], [-0.420, 0.589, -0.321], [0.009, 0.083, 0.090]],
  "lowdin_charge": [-0.071, -0.350, -0.135, -0.150, -0.108, 0.074, 0.069, 0.078, 0.138, 0.101, 0.105, 0.092, 0.083, 0.074],
  "relative_energy_ev": 1.228,
  "gap_ev": 10.1,
  "smiles": "C[C@H]1CN1C",
  "max_force_ev_per_a": 1.2
}

---

10.
{
  "formula": "C4H9N2",
  "method": "ωB97M-V with the def2-TZVPD basis set",
  "symbols": ["C", "C", "C", "C", "N", "N", "H", "H", "H", "H", "H", "H", "H", "H", "H"],
  "coordinates": [[-3.59842, -0.27631, -0.46086], [-0.28097, -0.51411, 0.72365], [2.51353, 0.30265, -0.72396], [2.31682, -0.28141, 0.66012], [-2.73688, 0.31847, 0.25702], [0.87531, -0.43688, 0.74819], [-4.29634, 0.48045, -0.86420], [-3.45658, -1.26860, -0.57625], [-2.87856, 1.32857, 0.48005], [-1.58281, -0.10913, 0.55294], [3.53918, 0.39069, -0.89337], [2.10460, -0.32360, -1.53428], [1.97693, 1.23248, -0.73860], [2.55628, 0.37295, 1.49352], [2.94792, -1.21622, 0.87602]],
  "forces_ev_per_angstrom": [[0.109, 5.222, 0.848], [2.260, 0.364, 0.088], [-0.958, -0.645, 0.063], [0.228, -1.091, 0.265], [1.116, 0.878, 0.904], [-1.169, -1.174, 0.528], [-0.595, -1.670, -0.192], [-0.151, -3.185, -1.052], [0.019, -1.005, -0.587], [-1.327, -0.281, 0.011], [1.634, 0.613, -0.423], [0.101, -0.023, 0.579], [0.153, 0.677, -0.297], [0.202, 0.434, -0.223], [-1.619, 0.887, -0.512]],
  "lowdin_charge": [0.093, 0.186, -0.072, -0.194, 0.057, 0.047, 0.127, 0.070, 0.140, 0.014, 0.064, 0.099, 0.080, 0.126, 0.162],
  "relative_energy_ev": 3.094,
  "gap_ev": 11.9,
  "total_charge": 1,
  "max_force_ev_per_a": 5.3
}